{"formula": "C21H21N8SbSe5W", "method": "ωB97M-V with the def2-TZVPD basis set", "total_energy_ha": -13565.40621, "molar_mass_g_mol": 1085.86, "largest_force_ha_per_bohr": 0.021, "e_homo_ev": [-7.410, -7.410], "e_lumo_ha": [-0.047, -0.048], "charge": 0, "relative_energy_ev": 0.6714, "species": ["W", "N", "C", "C", "C", "C", "C", "N", "C", "C", "C", "C", "C", "N", "H", "H", "H", "H", "H", "H", "H", "H", "H", "N", "C", "C", "C", "C", "N", "C", "C", "H", "H", "H", "H", "Se", "C", "C", "C", "N", "C", "C", "H", "H", "H", "H", "Se", "Sb", "Se", "Se", "Se", "N", "N", "H", "H", "H", "H"], "coordinates": [[-0.664, 0.593, 0.269], [1.365, 2.885, -0.911], [2.022, 1.702, -0.686], [3.235, 1.483, -1.347], [3.942, 0.355, -1.066], [3.458, -0.550, -0.117], [2.257, -0.293, 0.473], [1.533, 0.825, 0.198], [0.386, 3.508, -0.158], [0.312, 4.900, -0.246], [-0.659, 5.569, 0.459], [-1.526, 4.840, 1.266], [-1.388, 3.476, 1.307], [-0.458, 2.798, 0.599], [1.742, 3.443, -1.659], [3.583, 2.200, -2.077], [4.873, 0.164, -1.582], [4.005, -1.446, 0.135], [1.832, -0.950, 1.221], [1.021, 5.430, -0.867], [-0.733, 6.646, 0.391], [-2.304, 5.317, 1.844], [-2.042, 2.860, 1.907], [-0.187, -6.773, -1.517], [-0.274, -5.664, -1.234], [-0.370, -4.276, -0.864], [0.189, -3.289, -1.664], [0.095, -1.977, -1.248], [-0.536, -1.614, -0.119], [-1.124, -2.570, 0.610], [-1.044, -3.908, 0.291], [0.680, -3.515, -2.600], [0.544, -1.192, -1.846], [-1.698, -2.233, 1.461], [-1.531, -4.646, 0.912], [-2.207, 0.230, 2.325], [-0.462, -0.118, 3.059], [0.465, 0.912, 3.217], [1.739, 0.617, 3.696], [2.135, -0.603, 4.032], [1.235, -1.583, 3.918], [-0.050, -1.399, 3.440], [0.199, 1.937, 3.002], [2.469, 1.410, 3.811], [1.563, -2.571, 4.223], [-0.729, -2.238, 3.387], [-1.609, 2.101, -5.447], [-0.563, 0.071, -4.869], [-1.851, 0.965, -1.590], [-1.646, -2.030, -4.908], [1.696, 0.121, -4.096], [-4.254, -1.755, -0.875], [-3.305, -2.499, -1.650], [-4.844, -1.190, -1.478], [-3.725, -1.109, -0.299], [-3.030, -2.012, -2.502], [-3.760, -3.359, -1.931]], "lowdin_charge": [0.720, 0.146, -0.304, -0.054, -0.045, -0.032, -0.128, -0.014, -0.291, 0.012, -0.035, -0.039, -0.145, -0.076, 0.155, 0.121, 0.126, 0.118, 0.102, 0.123, 0.119, 0.114, 0.038, 0.178, -0.156, -0.202, 0.010, -0.160, -0.110, -0.157, 0.006, 0.126, 0.019, 0.039, 0.129, 0.673, -0.667, -0.147, -0.152, 0.068, -0.140, -0.118, 0.084, 0.112, 0.111, 0.098, -0.154, -0.197, 0.257, -0.091, -0.116, -0.076, -0.073, 0.060, -0.013, -0.039, 0.067]}